1.
48
Properties=species:S:1:pos:R:3:forces:R:3:lowdin_charge:R:1 method="wB97M-V/def2-TZVPD" e_tot_ev=-51329.278 de_lowest_kj_mol=12.7 max_force_ev_per_a=0.81 total_charge=-1 e_homo_ev=-4.30
Pd 0.551868 -1.335728 -0.702759 -0.214 -0.492 0.441 0.959
C -0.588326 0.353271 1.916047 0.067 0.061 0.029 -0.106
N 0.230459 -0.805409 1.461062 -0.079 0.133 -0.169 -0.226
C -0.454008 -2.066632 1.782473 -0.161 -0.007 0.070 -0.145
C -1.625744 -2.267936 0.844813 -0.058 0.046 -0.055 -0.255
C -2.878752 -2.699893 1.236544 0.027 0.015 -0.040 -0.024
C -3.849834 -2.882068 0.257710 -0.036 -0.011 0.022 -0.070
C -3.543193 -2.633298 -1.068215 0.055 0.029 -0.035 -0.044
C -2.266076 -2.190582 -1.389866 -0.038 -0.024 0.013 -0.083
N -1.361069 -2.010449 -0.441161 0.475 0.043 0.075 -0.022
C 1.593789 -0.717184 2.002262 -0.098 0.037 0.049 -0.150
C 2.330386 0.468427 1.412138 0.060 0.012 0.019 -0.296
C 3.626326 0.772603 1.811979 -0.005 -0.019 -0.033 -0.032
C 4.293330 1.786331 1.147484 0.010 0.012 0.000 -0.076
C 3.650845 2.462285 0.120076 -0.032 -0.008 -0.029 -0.061
C 2.341766 2.114427 -0.173050 0.029 -0.038 0.033 -0.102
N 1.694477 1.154508 0.477888 -0.017 0.166 -0.003 0.102
C -1.101036 1.315521 0.867053 0.030 0.058 0.024 -0.291
C -1.153086 2.675144 1.162719 0.059 -0.005 -0.047 -0.046
C -1.594933 3.545906 0.181848 0.003 0.005 0.010 -0.082
C -1.953314 3.036769 -1.056366 -0.024 -0.009 -0.040 -0.065
C -1.890843 1.664488 -1.244794 0.019 -0.032 -0.003 -0.129
N -1.507023 0.822401 -0.289817 -0.065 0.005 0.046 0.119
H -1.440494 -0.024599 2.491450 -0.030 -0.070 -0.076 0.125
H 0.014243 0.934213 2.617145 -0.025 -0.008 0.030 0.116
H 0.252354 -2.881748 1.623877 0.041 -0.043 -0.003 0.127
H -0.800058 -2.097681 2.825416 0.037 0.000 0.015 0.123
H -3.088269 -2.890960 2.280783 -0.007 -0.004 0.002 0.108
H -4.840774 -3.219344 0.534770 -0.001 0.001 0.001 0.102
H -4.275768 -2.772748 -1.850723 -0.004 -0.003 0.006 0.104
H -1.912718 -1.981350 -2.394499 -0.009 -0.004 -0.006 0.119
H 1.581120 -0.641645 3.100652 -0.032 -0.051 0.010 0.128
H 2.130745 -1.618402 1.707890 0.040 -0.014 -0.023 0.119
H 4.112134 0.201106 2.593692 -0.005 -0.007 -0.001 0.109
H 5.313980 2.035663 1.410874 -0.001 -0.015 0.012 0.099
H 4.153086 3.233994 -0.447745 -0.006 -0.011 0.007 0.098
H 1.785687 2.594525 -0.972350 0.035 0.028 0.032 0.119
H -0.811439 3.042293 2.123235 0.005 -0.005 -0.009 0.106
H -1.629775 4.612300 0.370032 0.000 -0.003 0.009 0.099
H -2.261394 3.684580 -1.866137 0.011 -0.013 0.008 0.099
H -2.122143 1.213481 -2.202440 -0.015 0.048 0.013 0.104
F 0.140743 0.573761 -2.936704 0.030 -0.039 -0.080 -0.593
Te 1.512915 -0.755744 -3.639396 -0.056 -0.095 0.494 1.814
F 0.178814 -1.136277 -4.925985 -0.047 0.053 0.116 -0.478
F 2.460212 -2.191242 -4.660773 -0.165 0.156 0.062 -0.600
F 1.928918 0.762519 -4.945475 -0.044 -0.218 -0.199 -0.641
F 2.524653 -1.172544 -0.677537 0.018 0.137 -0.042 -0.561
O 0.547235 -2.067061 -2.476141 0.221 0.206 -0.757 -0.820



2.
51
Properties=species:S:1:pos:R:3:forces:R:3:lowdin_spin:R:1 method="wB97M-V/def2-TZVPD" e_tot_ev=-63433.595 de_lowest_kj_mol=0.0 max_force_ev_per_a=1.41 s_squared=0.784 total_charge=+1 multiplicity=2 e_homo_ev="-11.93 / -12.34"
Pd -0.776665 -0.684871 -0.570879 -0.715 -0.223 1.195 0.012
C -1.269126 3.888144 -1.435395 -0.034 -0.003 0.022 0.028
C -0.748805 3.485657 -0.105798 -0.019 0.063 0.053 0.195
N 0.001560 4.322402 0.578409 -0.027 -0.059 -0.016 -0.018
C 0.547805 3.904997 1.720380 0.008 0.004 0.009 0.247
C 0.397362 2.610682 2.274660 0.027 0.027 0.017 0.035
C 1.193569 2.220822 3.502380 0.000 -0.011 -0.022 0.001
O 1.661317 0.890577 3.432852 -0.009 -0.017 -0.010 -0.002
C -0.423900 1.728038 1.624612 0.021 -0.078 -0.085 0.091
C -0.639147 0.385780 2.173901 -0.095 0.085 -0.035 0.001
N -0.812757 -0.677113 1.486158 0.438 -0.155 -0.094 0.026
C -0.832409 -1.939394 2.173127 0.010 0.033 -0.037 0.000
C -0.162864 -2.137110 3.377256 0.040 0.086 -0.009 0.004
C -0.193002 -3.374723 3.997797 -0.025 -0.034 -0.014 -0.001
C -0.868446 -4.439086 3.420891 0.018 0.008 0.012 0.004
C -1.505263 -4.271638 2.200272 -0.007 0.044 0.019 0.000
C -1.468667 -3.029076 1.596144 -0.011 -0.059 0.124 0.004
I -2.351737 -2.786472 -0.272113 0.098 0.160 -0.260 0.008
C -1.044015 2.136731 0.384314 -0.025 -0.078 0.062 0.092
O -1.789505 1.376101 -0.267594 0.065 0.281 -0.202 0.234
H -1.051767 4.936869 -1.613205 0.008 -0.003 0.000 0.000
H -2.341921 3.703254 -1.507624 0.010 -0.012 -0.007 0.008
H -0.781197 3.279936 -2.202837 -0.018 0.009 -0.021 0.011
H 1.161011 4.633341 2.240007 0.037 -0.028 0.001 0.010
H 0.563550 2.281061 4.393541 -0.012 0.024 -0.005 0.000
H 2.011467 2.932244 3.639259 0.006 0.000 -0.002 0.000
H 2.305413 0.817978 2.710459 -0.001 0.018 -0.011 0.000
H -0.635459 0.309028 3.253364 -0.062 -0.035 0.056 0.000
H 0.434033 -1.342814 3.805290 0.010 0.050 -0.029 0.000
H 0.340721 -3.511436 4.927896 0.006 -0.002 -0.002 0.000
H -0.875341 -5.408530 3.899202 -0.012 0.002 0.006 0.000
H -2.007349 -5.102098 1.723779 -0.005 -0.004 0.002 0.000
F 1.901999 -1.476114 -1.625998 0.131 -0.026 -0.103 -0.001
Sb 2.679176 -0.216647 -0.434810 -0.024 -0.174 -0.020 0.000
F 4.172573 -1.271150 -0.093192 0.084 0.042 0.031 0.000
F 3.050121 1.069835 0.906986 0.127 0.113 -0.031 0.000
F 1.711881 -1.141734 0.910927 -0.078 0.041 0.073 0.000
F 1.072836 0.836983 -0.828549 -0.104 -0.308 0.240 0.009
F 3.541253 0.699621 -1.805157 0.002 0.136 -0.024 0.000
C 0.230993 -1.532712 -5.789810 -0.019 -0.039 0.011 0.000
N -0.400024 -0.974578 -4.596394 0.040 0.091 0.010 0.000
C -1.207435 0.138275 -4.544091 -0.014 -0.049 -0.023 0.000
C -1.524526 0.329869 -3.239421 -0.105 -0.040 0.010 0.000
N -0.914370 -0.662561 -2.504904 0.303 0.085 -0.869 0.000
C -0.237103 -1.424766 -3.350365 -0.162 -0.064 -0.067 0.000
H 0.008165 -0.884276 -6.631360 0.001 0.001 -0.002 0.000
H -0.157676 -2.528164 -5.991442 -0.011 0.007 -0.002 0.000
H 1.307944 -1.577652 -5.648495 0.001 0.009 -0.003 0.000
H -1.487944 0.681217 -5.428693 0.013 0.006 -0.004 0.000
H -2.145996 1.075603 -2.777189 0.034 0.028 0.031 0.000
H 0.359662 -2.280331 -3.088528 0.055 0.046 0.024 0.000



3.
45
Properties=species:S:1:pos:R:3:forces:R:3:lowdin_charge:R:1 method="wB97M-V/def2-TZVPD" e_tot_ev=-35265.584 de_lowest_kj_mol=308.6 max_force_ev_per_a=4.90 total_charge=0 e_homo_ev=-8.60
C 4.654546 1.443392 -3.812660 -0.092 0.611 0.112 -0.098
C 4.469386 -0.002037 -3.356526 1.235 0.890 -0.410 -0.204
O 3.379085 -0.260660 -2.458314 -1.729 0.113 2.355 0.002
C 2.811917 0.620183 -1.574996 0.007 2.016 0.695 -0.314
O 3.102396 1.800016 -1.470031 0.549 -0.854 -0.583 0.080
C 1.636389 0.315449 -0.539947 -1.052 -4.665 -0.418 -0.018
N 1.024812 -0.905924 -0.655971 1.602 1.812 -1.359 0.204
C 0.003813 -1.208910 0.152277 0.014 2.385 3.001 -0.368
N -0.678856 -2.400395 0.243277 -1.289 -3.212 -2.799 0.139
C -1.210250 -3.172984 -0.846227 1.895 1.625 -3.523 -0.310
O -0.689737 -3.125696 -1.999204 -1.423 -0.336 3.678 0.032
C -2.546367 -3.852276 -0.666832 1.142 -1.566 -0.733 -0.159
C -3.200856 -3.859518 0.548945 0.568 0.842 1.497 -0.054
C -4.538281 -4.159152 0.641398 0.118 -1.513 -0.505 0.009
C -5.134221 -4.849247 -0.441483 1.960 0.961 0.481 -0.298
F -6.428783 -5.054014 -0.410267 -1.118 -0.625 0.061 0.099
C -4.373584 -5.248975 -1.529289 0.861 1.225 -0.688 0.012
C -3.076669 -4.650976 -1.708113 -1.350 0.857 -0.222 0.020
N -0.402605 -0.448897 1.159140 -0.298 0.591 0.705 0.191
C 0.216666 0.754425 1.400228 -2.595 -4.094 -0.698 -0.355
N -0.151994 1.598571 2.324127 0.145 2.123 0.612 0.171
N 0.656737 2.694962 2.090673 1.189 -2.246 -1.898 -0.084
C 0.458406 3.974110 2.791271 0.047 0.960 -0.022 -0.305
C 0.005335 3.768771 4.285730 0.114 -1.822 -3.478 -0.036
C -0.641822 4.901323 2.053306 1.578 -1.903 -2.202 -0.043
C 1.572239 2.381515 1.071708 -1.369 1.712 0.136 0.049
C 1.209799 1.135629 0.559156 3.186 1.998 -1.565 -0.119
H 3.674516 1.818640 -4.223856 1.255 -0.020 0.479 0.105
H 5.129503 2.110347 -3.093133 -0.975 0.011 0.651 0.067
H 5.463614 1.537217 -4.535241 -0.358 -0.765 -0.882 0.071
H 4.156256 -0.510651 -4.248094 -0.058 -0.684 -0.274 0.108
H 5.457689 -0.460989 -3.027626 -1.481 0.484 0.189 0.144
H -1.316308 -2.430545 1.013055 0.179 0.602 0.471 0.088
H -2.608915 -3.612592 1.476655 -1.102 0.078 -0.974 0.136
H -5.023547 -4.095613 1.593076 -0.484 0.160 0.201 0.113
H -4.837315 -5.805489 -2.347232 0.153 0.184 0.316 0.118
H -2.662490 -4.587490 -2.747718 -0.006 -0.484 1.351 0.136
H 1.478751 4.428802 2.665918 -1.066 0.005 0.444 0.144
H 0.452394 2.915715 4.755630 0.514 -0.203 0.301 0.073
H 0.090617 4.652039 4.793363 0.363 2.155 1.435 0.044
H -1.020191 3.534871 4.116738 -1.018 -0.255 0.563 0.062
H -0.241228 5.141417 0.991893 -0.527 0.184 1.898 0.099
H -1.577597 4.378370 1.819113 0.317 -0.501 0.394 0.071
H -0.962142 5.740353 2.627342 0.430 0.860 0.387 0.053
H 2.218894 3.056913 0.518737 -0.031 0.302 0.817 0.125



4.
40
Properties=species:S:1:pos:R:3:forces:R:3:lowdin_charge:R:1 method="wB97M-V/def2-TZVPD" e_tot_ev=-36047.734 de_lowest_kj_mol=81.2 max_force_ev_per_a=0.93 total_charge=0 e_homo_ev=-8.47
F 2.465023 -0.513884 -4.845960 -0.019 -0.004 0.103 0.054
C 2.126076 -0.609898 -3.542145 -0.081 -0.055 0.104 -0.278
C 1.090199 -1.447776 -3.176453 0.152 0.112 -0.248 -0.003
C 0.751425 -1.538204 -1.837562 0.110 0.093 0.103 -0.021
C 1.433200 -0.805341 -0.875260 -0.039 -0.180 0.013 -0.219
C 1.042357 -0.893604 0.578161 -0.022 0.186 0.464 -0.208
C 0.510790 0.455452 1.094472 -0.304 -0.113 -0.241 -0.131
C -0.734747 0.898757 0.334381 0.137 -0.069 0.155 -0.234
N -1.154039 2.206987 0.799914 0.156 0.071 0.229 -0.071
C -2.293652 2.757409 0.084561 0.034 0.069 0.112 -0.247
C -3.548767 1.951512 0.225480 -0.168 0.041 0.184 -0.538
C -4.072683 1.039426 -0.637327 0.128 0.252 0.078 -0.148
C -5.230442 0.398618 -0.138178 -0.182 -0.099 0.126 -0.193
C -5.564737 0.823779 1.104586 0.118 0.174 0.247 -0.423
S -4.476738 2.019427 1.691576 0.050 -0.214 -0.565 1.017
C 2.199276 -1.352821 1.414987 0.351 -0.300 -0.805 -0.245
C 3.397640 -1.912017 1.081542 -0.515 0.243 0.028 -0.018
C 4.070720 -2.168192 2.302502 -0.232 0.104 0.532 -0.059
C 3.231316 -1.750027 3.284597 0.807 -0.394 -0.029 -0.120
O 2.095597 -1.257808 2.758432 -0.460 0.222 0.063 0.046
C 2.471401 0.028889 -1.276282 -0.124 -0.056 -0.055 -0.028
C 2.825668 0.132656 -2.608104 -0.017 -0.027 -0.210 0.005
H 0.565496 -2.014312 -3.929429 -0.034 -0.046 -0.096 0.117
H -0.056930 -2.190199 -1.540760 -0.084 -0.071 0.057 0.118
H 0.233344 -1.629656 0.680456 0.051 0.044 -0.060 0.153
H 1.277007 1.223944 0.989944 0.070 0.022 0.052 0.124
H 0.274951 0.356410 2.155552 0.029 0.053 0.038 0.120
H -0.502121 0.990932 -0.731515 -0.044 -0.058 0.013 0.124
H -1.523264 0.132531 0.439635 0.085 0.044 -0.082 0.125
H -1.365807 2.165340 1.793541 0.050 0.021 -0.097 0.107
H -2.455085 3.771115 0.462067 0.001 -0.018 -0.173 0.113
H -2.023934 2.817008 -0.974324 -0.084 0.084 0.060 0.122
H -3.650414 0.836558 -1.605794 0.133 0.001 -0.182 0.111
H -5.784025 -0.344667 -0.683711 -0.126 -0.127 -0.055 0.099
H -6.384401 0.514166 1.721826 -0.202 -0.109 0.070 0.057
H 3.757042 -2.118559 0.094492 0.003 0.002 -0.227 0.113
H 5.041668 -2.602610 2.422893 0.199 -0.080 0.116 0.099
H 3.317751 -1.745601 4.352849 -0.080 0.049 0.150 0.117
H 3.013780 0.598370 -0.537535 0.076 0.072 0.084 0.125
H 3.630059 0.775892 -2.928109 0.078 0.061 -0.056 0.119